Below is an isolated molecule of C10H18FNO4 in a non-equilibrium geometry, with properties calculated with ωB97M-V/def2-TZVPD.

**LUMO level**: 0.855 eV
**SMILES**: CCOC(=O)C(F)(CN(C)C)C(=O)OCC
**HOMO-LUMO gap**: 8.81 eV
**Highest occupied orbital energy**: -0.2925 hartree

Last column: Mulliken charge in e.
Positions of all 34 atoms, in Å:
C 4.056 0.039 2.812  -1.150
C 2.866 0.903 2.460  -0.209
O 2.251 0.339 1.269  -0.269
C 0.980 0.683 0.976  0.191
O 0.319 1.447 1.618  -0.573
C 0.491 -0.030 -0.278  1.276
F 1.589 -0.532 -0.881  -0.403
C -0.858 -1.039 0.462  -1.392
N -2.063 -0.796 1.119  0.368
C -3.352 -0.902 0.435  -0.979
C -2.191 -0.892 2.573  -0.985
C -0.267 0.733 -1.367  0.236
O -1.149 1.516 -1.139  -0.575
O 0.184 0.421 -2.596  -0.268
C -0.459 1.037 -3.750  -0.204
C -0.110 0.209 -4.963  -1.161
H 4.553 0.450 3.694  0.386
H 3.742 -0.992 3.034  0.296
H 4.775 -0.010 1.988  0.306
H 2.106 0.887 3.241  0.305
H 3.166 1.932 2.209  0.263
H -0.132 -1.491 1.140  0.538
H -1.030 -1.479 -0.519  0.528
H -4.159 -0.553 1.081  0.323
H -3.357 -0.289 -0.460  0.293
H -3.585 -1.935 0.145  0.335
H -3.173 -0.543 2.895  0.325
H -2.072 -1.921 2.934  0.336
H -1.445 -0.273 3.060  0.295
H -1.530 1.032 -3.547  0.306
H -0.069 2.064 -3.825  0.263
H -0.560 0.658 -5.848  0.389
H 0.971 0.144 -5.109  0.309
H -0.488 -0.817 -4.861  0.299

Cartesian forces (eV/Å) of the 3 atoms listed first:
C -0.01 -0.31 -0.07
C -0.42 -0.09 -0.52
O -0.09 -0.25 -0.06

Below is a structure of composition C49H36NOP2PtS2 in a non-equilibrium geometry, with properties calculated with ωB97M-V/def2-TZVPD.

**LUMO level**: -3.097 eV
**HOMO-LUMO gap**: 6.72 eV
**Highest occupied orbital energy**: -0.3609 hartree
**Charge**: +1

Last column: Mulliken charge in e.
Positions of all 92 atoms, in Å:
Pt -0.093 0.373 -0.923  2.749
O -1.047 1.500 1.696  -0.736
S -0.218 0.343 1.340  0.930
C 1.234 0.330 2.317  0.266
C 0.954 0.559 3.650  -0.099
C 1.940 0.476 4.648  -1.237
C 3.201 0.116 4.268  0.315
C 4.446 -0.118 5.092  -0.794
C 5.542 -0.496 4.059  -0.843
C 4.842 -0.449 2.720  0.199
C 5.295 -0.685 1.457  -1.187
C 4.400 -0.485 0.384  -0.068
C 3.087 -0.093 0.537  0.333
P 2.233 0.429 -0.970  0.531
C 2.889 -0.575 -2.318  0.244
C 2.243 -1.781 -2.597  -0.393
C 2.668 -2.578 -3.648  -0.900
C 3.732 -2.164 -4.439  -0.563
C 4.381 -0.968 -4.165  -0.832
C 3.966 -0.173 -3.104  -0.004
C 2.849 2.113 -1.237  0.721
C 3.446 2.834 -0.208  -0.693
C 3.855 4.144 -0.419  -0.673
C 3.662 4.739 -1.654  -0.636
C 3.058 4.026 -2.685  -0.718
C 2.647 2.721 -2.478  -0.492
C 2.561 0.055 1.858  -1.382
C 3.490 -0.090 2.903  0.850
C -1.099 -1.089 1.912  -0.279
C -0.564 -1.986 2.804  -0.156
C -1.363 -2.920 3.507  -1.490
C -2.715 -2.855 3.348  0.237
C -3.842 -3.614 4.013  -0.874
C -5.141 -2.985 3.434  -0.852
C -4.661 -2.033 2.361  0.031
C -5.337 -1.279 1.446  -1.325
C -4.581 -0.534 0.514  -0.174
C -3.203 -0.449 0.537  0.505
P -2.413 0.198 -0.965  0.896
C -3.298 1.695 -1.412  0.487
C -3.323 2.105 -2.746  -0.409
C -3.873 3.331 -3.077  -0.795
C -4.383 4.157 -2.082  -0.471
C -4.350 3.757 -0.756  -0.904
C -3.802 2.528 -0.416  -0.577
C -2.795 -1.057 -2.213  0.372
C -1.804 -1.978 -2.549  -0.069
C -2.056 -2.975 -3.483  -0.670
C -3.299 -3.045 -4.093  -0.626
C -4.284 -2.116 -3.779  -0.756
C -4.037 -1.126 -2.842  -0.026
C -2.493 -1.127 1.576  -1.185
C -3.255 -1.965 2.394  1.845
H -0.068 0.789 3.927  0.657
H 1.680 0.664 5.681  0.464
H 4.280 -0.916 5.817  0.332
H 4.709 0.775 5.659  0.344
H 5.957 -1.485 4.249  0.326
H 6.377 0.206 4.079  0.322
H 6.317 -0.978 1.256  0.475
H 4.789 -0.617 -0.619  0.476
H 1.406 -2.098 -1.983  0.290
H 2.168 -3.515 -3.855  0.447
H 4.053 -2.774 -5.274  0.412
H 5.210 -0.647 -4.781  0.434
H 4.480 0.756 -2.891  0.506
H 3.605 2.380 0.762  0.189
H 4.317 4.699 0.387  0.438
H 3.968 5.764 -1.815  0.391
H 2.897 4.493 -3.647  0.413
H 2.165 2.178 -3.281  0.424
H 0.498 -1.963 3.009  0.616
H -0.895 -3.617 4.189  0.470
H -3.793 -3.534 5.098  0.350
H -3.775 -4.675 3.770  0.312
H -5.687 -2.434 4.201  0.322
H -5.824 -3.735 3.036  0.369
H -6.418 -1.276 1.387  0.498
H -5.118 -0.013 -0.270  0.393
H -2.905 1.475 -3.520  0.486
H -3.892 3.650 -4.111  0.437
H -4.800 5.121 -2.344  0.413
H -4.734 4.406 0.019  0.427
H -3.751 2.227 0.623  0.398
H -0.828 -1.912 -2.080  -0.174
H -1.284 -3.690 -3.735  0.472
H -3.501 -3.821 -4.821  0.400
H -5.247 -2.161 -4.272  0.421
H -4.804 -0.395 -2.617  0.337
S -0.303 4.670 -1.048  -0.372
C -0.279 3.173 -1.612  0.299
N -0.262 2.085 -2.093  -0.836

Cartesian forces (eV/Å) of the 3 atoms listed first:
Pt 0.33 1.11 1.30
O 0.24 -0.14 -0.01
S -0.57 -0.86 -0.84

Below is a cluster of 3 separate species, C2H9NO4 in total in a non-equilibrium geometry, with properties calculated with ωB97M-V/def2-TZVPD.

**LUMO level**: 0.440 eV
**SMILES**: CNC(=O)O.O.O
**HOMO-LUMO gap**: 10.26 eV
**Highest occupied orbital energy**: -0.3608 hartree

Last column: Mulliken charge in e.
Positions of all 16 atoms, in Å:
C 1.830 -1.318 1.618  -0.616
N 2.417 -0.529 0.438  -0.224
C 1.784 0.678 0.052  0.538
O 2.337 1.682 -0.345  -0.545
O 0.369 0.617 0.183  -0.432
H 0.721 -1.199 1.550  0.252
H 2.280 -1.006 2.632  0.226
H 2.120 -2.388 1.540  0.255
H 3.452 -0.648 0.184  0.261
H 0.098 1.081 -0.609  0.284
O -2.482 0.105 -2.262  -0.648
H -2.249 -0.585 -3.007  0.302
H -2.971 -0.456 -1.621  0.342
O -3.433 1.078 0.167  -0.607
H -2.655 0.936 -0.327  0.284
H -3.618 1.950 -0.194  0.328

Cartesian forces (eV/Å) of the 3 atoms listed first:
C 1.03 0.39 -0.30
N -0.03 0.22 0.55
C 0.42 -0.58 0.72

Below is a structure of composition C21H38IO3P2Tm in a non-equilibrium geometry, with properties calculated with ωB97M-V/def2-TZVPD.

**Multiplicity**: 3
**LUMO level (spin up / spin down)**: -8.880 / -8.870 eV
**HOMO-LUMO gap (spin up / spin down)**: 3.96 / 3.98 eV
**Highest occupied orbital energy (spin up / spin down)**: -0.4720 / -0.4721 hartree
**Expectation value of S²**: 2.003
**Charge**: +2

Last column: Mulliken spin population.
Positions of all 66 atoms, in Å:
C -0.763 -1.039 -4.938  0.000
C -0.747 0.066 -3.902  -0.002
H -0.756 -0.795 -6.005  0.000
H -1.648 -1.636 -4.777  -0.001
H 0.085 -1.686 -4.775  -0.001
O -0.677 1.216 -4.232  -0.003
I -1.759 -1.376 1.439  -0.005
Tm -0.824 -1.199 -1.459  2.027
P 1.862 -0.474 -1.619  -0.001
C 2.826 0.939 -1.151  0.000
C 2.374 -1.903 -0.592  0.000
H 3.386 -2.314 -0.761  0.000
H 3.590 -1.134 -3.267  0.000
H 1.683 -2.760 -0.656  0.000
H 2.147 -1.986 -3.618  0.000
H 2.534 1.179 -0.106  0.000
H 2.338 -1.532 0.434  0.000
C 2.501 -1.021 -3.257  -0.001
H 3.906 0.916 -1.317  0.000
H 2.290 -0.331 -4.064  0.000
H 2.415 1.713 -1.817  0.000
P -3.275 -0.492 -1.734  -0.009
C -3.946 1.059 -1.137  0.000
C -4.086 -0.877 -3.293  0.001
H -3.375 -2.677 -0.646  0.000
H -5.036 -2.044 -0.760  0.000
H -3.872 -1.436 0.462  0.000
C -3.992 -1.770 -0.595  0.001
H -3.780 -1.859 -3.659  0.000
H -5.171 -0.881 -3.184  0.000
H -5.037 1.036 -1.078  0.000
H -3.644 1.869 -1.809  0.000
H -3.808 -0.154 -4.056  0.000
H -3.553 1.308 -0.147  0.000
C -1.131 1.510 -1.607  -0.005
O -0.762 2.617 -1.406  0.000
C 0.895 3.823 0.474  0.000
C 0.116 3.060 1.542  0.001
C -1.389 2.891 1.376  0.000
C 0.779 1.857 2.287  0.000
C 1.069 2.191 3.637  -0.001
C 1.582 1.262 4.575  0.000
C 1.791 -0.062 4.151  0.000
C 1.431 -0.444 2.826  0.004
C 1.513 -1.968 2.629  -0.001
C 2.907 -2.555 2.950  0.000
C 0.568 -2.657 3.598  0.000
C 1.053 0.539 1.930  -0.001
O 0.428 0.330 -0.835  -0.003
H 1.278 3.214 -0.346  0.000
H 1.752 4.281 0.994  0.000
H 0.327 4.684 0.089  0.000
H 0.140 3.820 2.337  0.000
H -1.637 1.943 0.895  0.000
H -1.794 2.864 2.402  0.000
H -1.889 3.745 0.900  0.000
H 0.871 3.242 3.934  0.000
H 1.758 1.555 5.618  0.000
H 2.189 -0.847 4.824  0.000
H 1.253 -2.254 1.604  0.001
H 3.182 -2.274 3.973  0.000
H 2.887 -3.658 2.899  0.000
H 3.677 -2.177 2.268  0.000
H -0.474 -2.377 3.403  0.000
H 0.645 -3.750 3.543  0.000
H 0.798 -2.325 4.614  0.000

Cartesian forces (eV/Å) of the 3 atoms listed first:
C -0.32 -0.09 -0.73
C 1.12 -1.32 -0.05
H -0.02 0.55 0.11

Computed ΔE to the lowest compared entry with this formula, charge and spin (kJ/mol) in order:
222.8; 27.7; 107.3; 570.1
Computed electronic energy (eV) in order:
-23057.347; -98426.339; -11899.717; -84722.450